[1]
The following is a quantum chemistry calculation of a 6-piece molecular cluster, C37H79BF4N4O4 overall, from OMol25.

Last column: Löwdin charge in e.
Element x y z (Å)
O: 0.5091 -1.5802 0.4832  0.07
C: -0.5774 -2.2042 0.8923  -0.92
O: -1.6498 -1.7051 0.4680  -0.08
O: -0.5330 -3.2200 1.5944  -0.03
H: 0.0556 -0.9452 -0.0759  0.09
C: -3.7273 3.9639 1.5502  -0.10
C: -3.6815 4.6556 0.2208  -0.27
C: -3.0908 3.8305 -0.9931  -0.16
C: -3.7005 4.3258 -2.3100  -0.11
N: -2.8173 4.1353 -3.5744  -0.23
C: -1.4642 4.7365 -3.4450  -0.11
C: -1.1194 5.3649 -4.8198  -0.14
C: -2.3070 5.1209 -5.7317  -0.17
C: -3.4479 4.9953 -4.7333  -0.08
C: -2.7988 2.6298 -4.0141  0.07
H: -2.6921 3.7615 1.8250  0.09
H: -4.2319 3.0273 1.3127  0.07
H: -4.2557 4.5464 2.3048  0.08
H: -3.0296 5.5243 0.3130  0.11
H: -4.6735 5.0814 0.0698  0.11
H: -3.6052 2.8802 -0.8501  0.10
H: -2.0183 3.6507 -0.9187  0.13
H: -3.7797 5.4071 -2.1977  0.13
H: -4.6704 3.8446 -2.4359  0.14
H: -0.8022 3.9071 -3.1963  0.13
H: -1.3556 5.4603 -2.6372  0.15
H: -0.1444 4.9534 -5.0810  0.12
H: -0.9921 6.4342 -4.6509  0.12
H: -2.0802 4.2375 -6.3286  0.11
H: -2.4560 5.9048 -6.4743  0.13
H: -4.4152 4.6880 -5.1307  0.14
H: -3.5513 6.0290 -4.4034  0.14
H: -2.2927 2.1396 -3.1824  0.10
H: -2.3410 2.4343 -4.9838  0.10
H: -3.8418 2.3129 -4.0109  0.10
C: 2.4701 -2.3525 -4.5995  -0.11
C: 3.9116 -2.0230 -4.9629  -0.25
C: 4.4664 -1.0354 -3.8954  -0.20
C: 5.8223 -0.5895 -4.4548  -0.10
N: 6.4148 0.6007 -3.6312  -0.24
C: 7.9296 0.7646 -3.9527  -0.09
C: 8.4582 1.5127 -2.7554  -0.15
C: 7.5403 1.2262 -1.5072  -0.12
C: 6.4277 0.3709 -2.1070  -0.08
C: 5.8016 1.9182 -4.1169  0.04
H: 1.9684 -2.9496 -5.3610  0.08
H: 1.9197 -1.4344 -4.3939  0.08
H: 2.4272 -3.0652 -3.7758  0.08
H: 3.8535 -1.5961 -5.9641  0.11
H: 4.5310 -2.9196 -4.9865  0.12
H: 4.5967 -1.4772 -2.9075  0.12
H: 3.7227 -0.2543 -3.7379  0.11
H: 5.8520 -0.2990 -5.5049  0.14
H: 6.3672 -1.4942 -4.1854  0.13
H: 8.0949 1.2913 -4.8926  0.14
H: 8.3051 -0.2583 -3.9824  0.13
H: 8.4554 2.5980 -2.8564  0.11
H: 9.5076 1.3200 -2.5322  0.12
H: 7.1904 2.1778 -1.1069  0.12
H: 8.1199 0.8134 -0.6816  0.12
H: 5.4297 0.6375 -1.7592  0.14
H: 6.7666 -0.6561 -1.9707  0.14
H: 5.9468 2.0589 -5.1880  0.11
H: 6.2041 2.7425 -3.5281  0.11
H: 4.7290 1.8766 -3.9273  0.10
C: 0.4116 -0.8321 7.7526  -0.12
C: 1.1921 0.2549 7.0778  -0.25
C: 2.6083 -0.1981 6.6894  -0.19
C: 2.7963 -1.0950 5.4466  -0.08
N: 4.2762 -1.4423 5.1883  -0.25
C: 4.8479 -2.3454 6.3037  -0.08
C: 5.7038 -3.4245 5.6319  -0.14
C: 5.7944 -3.0718 4.1866  -0.16
C: 4.5137 -2.2583 3.8977  -0.07
C: 5.1365 -0.1614 5.0553  0.04
H: 1.0288 -1.3939 8.4538  0.08
H: -0.0616 -1.5134 7.0455  0.08
H: -0.4008 -0.3376 8.2851  0.08
H: 1.3009 1.0688 7.7947  0.12
H: 0.6773 0.4936 6.1472  0.12
H: 3.1528 -0.5986 7.5446  0.11
H: 3.1076 0.7455 6.4695  0.11
H: 2.7016 -0.5042 4.5355  0.13
H: 2.2052 -2.0075 5.3689  0.14
H: 5.3333 -1.7192 7.0523  0.13
H: 3.9882 -2.7187 6.8602  0.13
H: 6.6647 -3.3425 6.1397  0.12
H: 5.3334 -4.4373 5.7903  0.13
H: 6.7716 -2.7222 3.8534  0.12
H: 5.6051 -3.9348 3.5482  0.12
H: 4.4051 -1.5052 3.1172  0.13
H: 3.6368 -2.8690 3.6829  0.14
H: 5.2912 0.1757 6.0802  0.10
H: 4.6898 0.6463 4.4756  0.12
H: 6.0872 -0.4995 4.6429  0.10
C: -5.8700 -4.0963 2.6936  -0.01
C: -6.9384 -3.8949 1.6093  -0.43
C: -7.3934 -2.4231 1.6770  -0.13
C: -8.1661 -1.8965 0.5100  -0.19
C: -7.4209 -2.0067 -0.7781  -0.12
C: -7.0117 -3.5306 -1.0703  -0.41
N: -6.3586 -4.1533 0.1852  0.15
O: -5.5574 -5.3241 0.1192  0.13
C: -5.9862 -3.4297 -2.2811  0.00
C: -8.2494 -4.2839 -1.4166  -0.03
C: -8.0836 -4.9238 1.7665  0.02
H: -6.2808 -4.2217 3.6954  0.10
H: -5.1803 -3.2540 2.6384  0.10
H: -5.2779 -5.0088 2.6246  0.09
H: -6.5224 -1.8027 1.8881  0.13
H: -8.0272 -2.4520 2.5633  0.14
H: -8.5576 -0.8827 0.5949  0.13
H: -9.0663 -2.5050 0.4233  0.11
H: -6.4653 -1.5105 -0.6085  0.12
H: -7.7625 -1.5594 -1.7116  0.13
H: -5.1283 -2.8310 -1.9750  0.09
H: -6.4344 -3.0420 -3.1959  0.09
H: -5.6351 -4.4176 -2.5795  0.08
H: -8.0980 -5.3230 -1.7090  0.11
H: -8.6601 -3.7843 -2.2940  0.11
H: -9.0911 -4.3233 -0.7252  0.07
H: -8.9238 -4.7074 1.1066  0.07
H: -8.3109 -4.8679 2.8310  0.10
H: -7.6514 -5.9071 1.5813  0.10
B: 2.7268 4.8012 0.3950  -1.36
F: 2.1671 3.6554 -0.0936  0.11
F: 3.1726 4.5538 1.6938  0.08
F: 3.7875 5.2053 -0.3930  0.10
F: 1.8045 5.8626 0.4877  0.07

Forces on the atoms, in the same order (eV/Å):
2.3 0.8 -0.5
-3.1 -2.2 1.0
-0.8 0.8 -0.6
1.1 -0.1 0.4
0.4 0.8 -0.4
0.6 -0.8 -0.8
1.1 1.6 -0.8
-2.2 -0.9 1.1
1.7 0.6 0.2
-2.7 0.2 -1.2
0.9 -0.6 -0.2
0.6 0.5 1.2
0.6 -0.9 -0.5
1.0 0.2 -0.3
-0.3 1.3 1.4
-0.2 -0.2 0.5
-0.1 -0.3 0.8
0.1 -0.2 -0.1
0.0 0.3 0.0
-0.2 -0.2 -0.8
0.6 -0.7 0.1
0.0 0.4 -0.2
-0.3 0.0 -0.5
0.1 0.3 -0.5
0.1 0.2 0.0
-0.6 -0.1 0.1
-0.2 0.2 -0.7
0.1 0.0 -0.1
-0.5 -0.3 0.0
-0.2 0.2 0.3
0.2 -0.6 0.4
-0.3 -0.2 0.8
0.1 -0.2 -0.3
0.1 0.5 0.3
0.1 0.0 -0.2
0.0 -1.2 0.0
-0.8 0.1 1.0
-0.3 0.3 -1.6
-0.4 0.6 2.5
1.5 0.4 -1.7
-0.6 -0.5 0.9
0.5 1.0 1.4
0.5 0.9 -1.1
0.0 0.4 -0.4
-0.9 -0.7 1.2
0.0 0.4 -0.5
-0.2 -0.2 0.1
0.0 0.5 0.6
0.6 0.3 0.0
0.0 0.0 -0.2
0.0 -0.4 -0.2
0.1 0.3 -0.3
0.0 -0.2 0.2
1.1 0.4 -0.7
-0.3 -0.3 0.0
0.2 0.1 -0.2
-0.1 0.0 -0.6
-0.1 -0.5 -0.2
-0.3 0.0 -0.2
-0.4 -0.7 -0.2
0.1 -0.6 0.2
-0.8 -0.2 -0.1
0.3 -0.2 0.2
0.1 -0.1 -0.2
0.0 0.0 0.0
-0.8 -0.2 0.3
0.7 -1.3 -0.5
0.7 0.6 -0.5
1.0 1.0 -0.8
0.6 -0.3 0.6
-1.1 0.4 0.0
0.5 0.4 1.6
-1.1 -0.4 -2.2
-0.6 1.4 0.7
-0.1 -1.1 1.1
-0.1 0.0 0.1
0.2 -0.2 0.0
-0.1 -0.4 0.2
-0.1 0.3 -0.5
-0.1 0.8 0.2
-0.2 -0.3 0.2
0.3 0.0 -0.2
-1.3 0.1 0.1
0.1 0.0 0.2
0.4 0.0 -0.4
-0.1 -0.3 -0.3
0.2 -0.4 -0.3
-0.2 0.2 0.1
-0.3 0.7 0.2
0.4 -0.4 0.2
0.9 -0.1 -0.3
0.1 -0.5 0.6
0.1 0.2 -0.2
-0.3 -0.5 -0.2
-0.1 0.3 0.0
0.7 -0.5 -0.4
0.7 0.4 -0.7
0.2 -0.3 0.6
-1.9 -0.1 -0.9
2.5 -1.5 0.6
1.4 2.1 -0.9
3.4 -7.0 0.4
-4.9 7.8 -0.3
-0.2 -1.3 1.1
-1.3 -1.3 -0.9
0.8 0.2 0.0
-0.5 0.7 -0.1
0.1 -0.1 0.3
-0.1 0.0 -0.6
0.0 0.0 0.0
0.0 0.5 0.1
0.3 0.1 0.6
-0.3 0.0 0.0
0.3 0.2 -0.1
-0.7 -0.3 0.3
-0.1 0.0 -0.1
-0.4 0.4 0.4
0.1 -0.1 0.3
0.4 0.0 0.0
0.1 0.1 -0.1
0.4 0.4 0.3
0.0 -0.2 0.5
-0.5 0.0 -0.2
-0.3 -0.1 -0.1
0.1 1.3 1.3
-0.9 -1.3 -1.0
0.5 -0.4 0.7
0.8 0.1 -0.8
-0.6 0.0 -0.4

Net charge: +2
Gap between HOMO and LUMO: 2.5 eV
Electronic energy: -65331.223 eV
E_HOMO: -9.85 eV

---

[2]
The following is a quantum chemistry calculation of C37H80F2IN3O15PS as an isolated structure, from OMol25.

Last column: Löwdin charge in e.
Element x y z (Å)
C: 9.1988 -1.5676 3.8398  -0.09
C: 8.6620 -0.3018 3.1731  -0.22
C: 7.5332 0.3691 3.9335  -0.19
O: 6.5300 -0.5888 4.3021  -0.12
C: 5.3149 -0.0315 4.6659  -0.15
N: 4.2049 -0.4647 3.7260  0.00
C: 4.5962 -0.4116 2.3921  -0.28
N: 5.3347 -1.3872 1.9395  0.22
C: 5.8509 -1.5098 0.5707  -0.32
F: 4.7767 -1.6379 -0.2693  0.04
C: 6.7627 -2.7135 0.4918  -0.15
C: 6.0002 -4.0454 0.6107  -0.06
N: 4.2241 0.5847 1.5292  0.12
C: 3.1751 1.4195 2.1261  -0.28
S: 3.0554 2.9260 1.0859  0.68
C: 2.3912 2.7126 -0.5269  -0.12
O: 4.4811 3.1474 0.9204  -0.31
O: 2.2827 3.9079 1.7745  -0.27
C: 2.0905 0.4835 2.7410  -0.27
C: 1.5861 -0.6616 1.7225  -0.27
C: 1.5767 -0.1588 0.2673  -0.06
C: 2.2395 -2.0688 1.6603  -0.24
C: 1.2065 -3.2128 1.6845  -0.26
C: 0.5513 -3.4900 0.3335  -0.10
P: 0.5625 1.4821 3.1217  0.49
O: 0.7910 2.6633 3.9426  -0.21
O: -0.5059 0.4905 3.7663  -0.11
O: -0.0041 1.7970 1.6620  -0.12
C: 2.8299 -0.0050 4.0672  -0.54
I: 1.8744 -1.7891 5.0182  1.12
C: 2.8142 0.9331 5.3339  -0.45
C: 3.2967 2.3844 5.3247  -0.01
F: 1.5477 0.8943 5.8573  -0.09
H: 8.4054 -2.2274 4.1877  0.07
H: 9.8235 -2.1201 3.1351  0.08
H: 9.8514 -1.3089 4.6737  0.08
H: 8.3815 -0.4709 2.1328  0.09
H: 9.4680 0.4367 3.1379  0.12
H: 7.0905 1.1675 3.3216  0.13
H: 7.9225 0.8398 4.8413  0.14
H: 5.0446 -0.4171 5.6467  0.14
H: 5.3975 1.0560 4.6908  0.12
H: 5.5803 -2.1060 2.6076  0.18
H: 6.3779 -0.5888 0.3118  0.16
H: 7.3626 -2.6472 -0.4135  0.13
H: 7.4551 -2.6272 1.3322  0.10
H: 4.9455 -3.8881 0.8502  0.07
H: 6.0240 -4.6080 -0.3196  0.08
H: 6.4185 -4.6748 1.3944  0.08
H: 5.0303 1.1944 1.3462  0.15
H: 3.6401 1.9511 2.9600  0.11
H: 1.3054 2.7307 -0.4931  0.07
H: 2.7816 1.8362 -1.0322  0.07
H: 2.7671 3.6119 -1.0202  0.09
H: 0.5346 -0.8531 1.9446  0.11
H: 0.8249 0.6000 0.0843  0.04
H: 1.3427 -0.9992 -0.3852  0.09
H: 2.5558 0.1957 -0.0382  0.05
H: 2.7855 -2.1711 0.7189  0.09
H: 2.9564 -2.2700 2.4462  0.04
H: 0.4343 -2.9950 2.4236  0.08
H: 1.7119 -4.1198 2.0280  0.11
H: -0.1827 -4.2915 0.4326  0.08
H: -0.0020 -2.6225 -0.0357  0.04
H: 1.2892 -3.7859 -0.4142  0.09
H: -1.0920 0.0633 3.1259  0.09
H: -0.9509 2.0130 1.6916  0.11
H: 3.4127 0.3967 6.0699  0.10
H: 4.3665 2.4573 5.5255  0.08
H: 3.0464 2.9682 4.4483  0.06
H: 2.7870 2.8732 6.1539  0.11
C: -2.0674 -2.7962 -2.4559  -0.10
O: -3.1146 -1.9057 -2.1423  -0.19
C: -3.5573 -1.9415 -0.8020  -0.19
C: -3.7082 -0.5583 -0.2111  -0.17
O: -2.4908 0.1581 -0.0459  -0.13
C: -1.8298 0.6655 -1.1964  -0.18
C: -2.5123 1.8155 -1.9040  -0.20
O: -3.6906 1.4121 -2.5606  -0.19
C: -4.7909 2.2885 -2.4112  -0.09
H: -2.4488 -3.7995 -2.6719  0.09
H: -1.5661 -2.4155 -3.3453  0.09
H: -1.3342 -2.8619 -1.6434  0.06
H: -2.8702 -2.5314 -0.1830  0.12
H: -4.5422 -2.4245 -0.7603  0.13
H: -4.0937 -0.6933 0.8026  0.13
H: -4.4440 0.0275 -0.7633  0.12
H: -1.5688 -0.1272 -1.9000  0.12
H: -0.8908 1.0629 -0.7974  0.09
H: -1.8013 2.2046 -2.6469  0.13
H: -2.7211 2.6196 -1.1874  0.12
H: -4.8437 2.6934 -1.3954  0.08
H: -5.6941 1.7122 -2.6043  0.09
H: -4.7413 3.1191 -3.1213  0.09
C: -5.0407 9.7920 0.2169  -0.11
O: -4.5285 8.6482 0.8645  -0.19
C: -5.2401 7.4521 0.6254  -0.20
C: -4.3241 6.2971 0.2860  -0.19
O: -3.6455 6.4046 -0.9522  -0.12
C: -2.5977 7.3482 -1.0929  -0.18
C: -1.3337 7.0210 -0.3307  -0.20
O: -1.4949 7.1326 1.0694  -0.19
C: -0.9744 6.0535 1.8084  -0.11
H: -5.8683 10.2362 0.7796  0.09
H: -4.2336 10.5206 0.1515  0.09
H: -5.3847 9.5597 -0.7962  0.09
H: -5.9690 7.5863 -0.1813  0.12
H: -5.7924 7.1773 1.5342  0.13
H: -4.9659 5.4186 0.1728  0.12
H: -3.6361 6.0948 1.1101  0.11
H: -2.9311 8.3644 -0.8761  0.12
H: -2.3376 7.3082 -2.1539  0.13
H: -0.5554 7.7243 -0.6552  0.13
H: -1.0076 6.0091 -0.6024  0.12
H: -1.1942 5.1077 1.2954  0.07
H: -1.4703 6.0342 2.7780  0.09
H: 0.1069 6.1298 1.9613  0.09
C: -5.7595 -9.0779 -4.9762  -0.12
O: -5.4036 -8.0707 -5.8949  -0.19
C: -6.4164 -7.7151 -6.8171  -0.20
C: -6.5849 -6.2177 -6.9449  -0.18
O: -7.0923 -5.5663 -5.7952  -0.11
C: -6.2707 -5.4226 -4.6545  -0.19
C: -5.1209 -4.4511 -4.8011  -0.20
O: -4.1230 -4.9245 -5.6866  -0.19
C: -3.6356 -3.9701 -6.6013  -0.11
H: -5.6424 -10.0778 -5.4079  0.09
H: -5.0941 -8.9899 -4.1178  0.09
H: -6.7917 -8.9608 -4.6302  0.09
H: -7.3739 -8.1643 -6.5322  0.12
H: -6.1461 -8.1018 -7.8084  0.13
H: -7.3485 -6.0585 -7.7104  0.13
H: -5.6646 -5.7519 -7.3032  0.11
H: -5.9152 -6.3868 -4.2842  0.12
H: -6.9323 -5.0039 -3.8913  0.13
H: -4.6664 -4.3245 -3.8083  0.11
H: -5.5022 -3.4778 -5.1278  0.13
H: -4.4384 -3.3292 -6.9795  0.09
H: -3.2011 -4.5115 -7.4409  0.09
H: -2.8609 -3.3380 -6.1514  0.08

Forces on the atoms, in the same order (eV/Å):
0.2 0.0 -0.3
0.1 0.2 0.3
0.2 0.1 -0.1
-0.2 -0.1 -0.4
0.3 -0.7 0.3
0.0 0.9 -0.6
-0.3 -0.3 0.2
0.4 0.1 0.1
0.3 0.1 0.2
0.1 0.0 -0.2
-0.1 -0.2 0.4
-0.1 0.0 0.0
0.0 0.0 0.9
0.1 -0.2 0.3
0.5 0.5 0.0
-0.1 0.2 -0.3
0.0 -0.1 -0.1
-0.1 -0.2 0.0
-0.4 -0.3 -0.4
0.2 0.1 -0.7
-0.2 -0.1 -0.1
0.0 -0.4 0.1
0.1 0.1 -0.1
-0.2 0.1 0.2
-0.2 0.6 0.8
0.2 -0.2 0.0
0.0 0.0 -0.3
-0.3 -0.2 0.0
-0.4 -0.4 0.1
0.1 -0.1 -0.4
0.5 0.1 0.2
0.0 0.1 -0.1
-0.4 0.3 -0.1
0.0 0.0 0.0
-0.1 0.0 0.0
-0.2 -0.1 0.1
-0.2 -0.2 0.0
0.0 0.0 -0.1
-0.1 -0.1 0.0
0.0 -0.1 0.1
-0.1 0.0 0.0
-0.1 -0.1 -0.1
0.0 0.0 0.0
-0.1 0.0 -0.1
-0.1 0.0 -0.1
0.2 0.1 -0.1
0.0 0.0 0.0
0.0 0.0 0.0
0.1 0.0 -0.1
-0.1 -0.1 -0.7
-0.3 0.2 0.1
0.0 -0.1 0.1
0.1 0.1 0.0
-0.1 0.0 0.0
0.1 0.1 0.4
0.2 0.0 0.1
0.0 0.0 0.0
0.0 -0.2 0.0
0.1 0.2 0.1
0.0 0.1 0.3
0.0 0.0 0.1
0.0 0.0 0.0
0.1 -0.1 -0.1
0.1 0.0 0.0
0.0 0.0 0.0
0.1 -0.1 0.1
0.1 0.1 -0.2
0.0 0.0 0.0
-0.1 0.0 0.0
-0.1 0.0 -0.1
0.0 -0.1 0.0
-0.1 -0.1 0.0
0.1 0.2 0.0
-0.1 -0.2 0.0
-0.2 0.0 0.0
0.2 0.1 0.2
0.2 0.0 0.0
0.0 0.1 -0.1
-0.1 -0.2 0.2
0.0 0.0 -0.1
0.1 0.0 0.0
0.0 0.0 0.0
-0.1 0.0 -0.1
0.0 0.0 0.0
0.0 -0.1 0.1
0.0 0.0 0.0
0.1 0.0 -0.1
-0.2 0.0 0.0
0.0 0.0 -0.1
0.0 0.1 0.1
0.0 0.0 0.0
0.0 0.0 0.0
0.0 0.0 -0.1
0.0 0.0 0.0
0.0 0.0 0.1
0.2 -0.1 -0.1
-0.1 0.1 0.1
0.0 -0.1 0.1
0.0 -0.1 -0.1
0.0 0.1 -0.1
0.2 0.1 0.0
-0.2 0.0 0.0
0.0 -0.1 -0.1
0.0 0.0 0.0
0.0 0.0 0.0
0.0 0.0 0.0
0.0 0.0 0.0
-0.1 0.0 -0.1
0.0 0.0 0.0
0.0 0.2 0.0
0.0 -0.1 0.2
0.0 0.0 0.0
0.0 -0.1 -0.1
0.0 0.0 0.0
0.1 -0.1 0.1
0.0 0.1 0.0
0.0 0.0 0.0
0.0 -0.1 -0.1
0.0 0.2 0.1
0.0 -0.2 -0.1
0.1 0.0 -0.1
-0.2 0.1 0.0
0.0 -0.1 0.1
0.2 0.0 0.1
-0.1 -0.1 -0.1
0.1 0.0 0.1
-0.1 0.0 0.0
0.0 0.0 0.0
0.0 0.0 0.0
0.0 0.0 0.1
-0.1 0.0 0.0
0.0 0.0 0.0
0.1 -0.1 0.1
0.1 0.0 -0.1
0.0 0.0 0.0
-0.1 0.1 0.0
0.0 0.0 0.0
0.0 0.0 0.0
0.0 0.0 0.0
0.0 0.0 0.0

Net charge: +1
Gap between HOMO and LUMO: 6.7 eV
Electronic energy: -108497.630 eV
E_HOMO: -10.15 eV